Entry from the OMol25 dataset: a structure of composition C10H30KO10 at a distorted geometry (ωB97M-V/def2-TZVPD).

Structure (XYZ):
```
51
Properties=species:S:1:pos:R:3:forces:R:3:mulliken_charge:R:1
K -0.13073 -0.27742 -0.35113 -0.33 -0.27 -0.25 0.776
C -1.79038 0.01137 3.05446 0.85 -0.14 1.09 -0.273
C -0.56420 0.66020 3.72251 -1.25 -0.98 2.91 -0.413
O 0.23618 -0.29505 4.40545 1.13 -0.25 -1.26 -0.534
O -1.89593 0.47344 1.75875 -0.45 0.13 -1.20 -0.416
H -2.65465 0.16942 3.69956 -0.32 0.48 -0.24 0.312
H -1.71881 -1.07627 3.05724 0.40 -0.14 -0.29 0.370
H -0.86673 1.15272 4.64662 -0.36 1.23 -0.54 0.424
H -0.01002 1.35949 3.09643 0.34 0.15 -0.52 0.175
H 0.27073 -1.07894 3.85235 -0.24 -0.90 0.40 0.342
H -2.05961 1.41823 1.80547 -0.20 0.25 -0.35 0.273
C 2.67234 0.03636 1.67621 1.26 -3.97 0.74 -0.437
C 2.83346 1.45378 1.24070 -0.13 4.36 -1.36 -0.185
O 1.97985 2.41806 1.78503 1.09 -1.09 0.62 -0.328
O 1.41790 -0.43357 1.89676 -0.16 0.43 -0.27 -0.420
H 3.32258 -0.10364 2.53974 -0.26 0.24 0.52 0.383
H 3.11224 -0.60805 0.91507 0.14 0.42 -0.48 0.370
H 2.73950 1.50173 0.15581 -0.14 -0.26 -0.25 0.274
H 3.84206 1.73783 1.54097 0.10 -0.13 0.10 0.340
H 1.24895 2.59092 1.18711 -0.92 0.13 -0.58 0.334
H 1.25531 -0.20140 2.81396 -0.69 0.11 0.93 0.346
C -1.86332 -3.41499 -0.42668 -1.41 -1.53 1.20 -0.705
C -2.71948 -3.10464 0.85911 1.91 0.37 -2.08 0.363
O -2.42538 -4.05534 1.83156 -0.71 -0.59 0.21 -0.511
O -0.52253 -3.05354 -0.34096 1.29 2.21 -0.50 -0.504
H -2.42726 -3.03330 -1.27779 0.81 1.04 -0.24 0.391
H -1.85891 -4.47079 -0.69755 -0.53 -0.39 0.66 0.383
H -3.70515 -2.95464 0.41860 -0.66 -0.70 0.88 0.388
H -2.40399 -2.15224 1.28516 -0.03 0.62 -0.47 -0.335
H -3.15121 -4.06460 2.45979 -0.03 -0.29 0.28 0.313
H 0.05505 -3.62229 0.17335 -0.64 -0.57 0.03 0.273
C -0.80130 3.12288 -1.26508 -0.13 -1.40 -2.95 -0.559
C -1.95429 2.22436 -1.89858 -0.24 2.67 0.39 -0.647
O -1.68716 0.87938 -2.23587 0.75 0.20 0.61 -0.306
O -0.65221 2.91604 0.08598 0.35 -0.16 2.73 -0.391
H -0.95426 4.18777 -1.44034 -0.60 -0.17 -0.41 0.501
H 0.17542 2.91481 -1.70195 -0.03 -0.23 -0.68 0.224
H -2.33562 2.80275 -2.74011 0.42 -0.22 -0.57 0.453
H -2.79577 2.35037 -1.21730 -0.06 -0.57 0.53 0.363
H -2.40824 0.56005 -2.78330 -0.09 -0.03 -0.14 0.229
H -0.67484 3.80458 0.44874 -0.13 -0.07 0.69 0.302
C 2.23047 -0.63286 -4.50487 -2.06 -2.52 -0.48 -0.835
C 1.39139 -0.25865 -3.28400 -0.44 0.93 -1.29 0.277
O 2.26670 -0.03020 -2.26200 1.36 0.48 2.99 -0.453
O 3.16663 0.29710 -4.85405 0.80 1.83 0.37 -0.522
H 1.50983 -0.75585 -5.31337 0.25 -0.09 -0.34 0.351
H 2.78681 -1.56117 -4.37526 -0.60 -0.53 0.28 0.366
H 0.59743 -0.87531 -2.86275 0.20 -0.90 -0.87 0.204
H 0.88207 0.67134 -3.53662 -0.17 0.33 -0.23 0.072
H 3.06452 0.33289 -2.65347 0.17 0.32 0.12 0.259
H 3.97457 0.06688 -4.38947 0.40 0.15 -0.44 0.343
```
Positions in Å, forces in eV/Å.

## Properties
energy above the lowest of the compared OMol25 structures with the same formula, charge and spin	2.069	eV
strongest force on any atom	4.6	eV/Å
Kohn-Sham gap (alpha / beta)	9.82 / 2.94	eV
LUMO energy (alpha / beta)	-5.6 / -12.4	eV
net charge	+2
electronic energy	-47635.85542	eV
spin multiplicity	2

---

Entry from the OMol25 dataset: a structure of composition C36H52AuBN7S3 (ωB97M-V/def2-TZVPD).

Structure (XYZ):
```
100
Properties=species:S:1:pos:R:3:forces:R:3:mulliken_charge:R:1
Au -1.87969 -1.07804 3.00389 0.17 -0.10 -0.39 0.017
C -2.33986 -5.95533 0.29131 -0.08 -0.14 0.13 -1.966
C -1.74618 -4.70752 -0.24878 0.05 0.16 -0.06 0.331
C -1.44021 -4.54512 -1.57704 0.00 -0.03 0.15 -0.813
C -0.87314 -3.35077 -2.10365 -0.11 -0.12 -0.04 0.458
N -0.66076 -2.41741 -1.21113 0.05 -0.30 -0.22 0.232
N -0.97449 -2.53672 0.08821 0.01 -0.56 -0.01 -0.681
B -0.38526 -1.22454 -0.29727 0.12 0.97 0.15 -1.003
N 1.07314 -0.96878 0.10834 0.13 -0.17 0.74 0.342
N 1.85858 -0.54981 -0.89825 -0.14 -0.04 -0.53 0.279
C 3.13548 -0.38255 -0.69446 0.19 -0.02 0.21 0.160
C 3.69473 -0.62120 0.58947 -0.23 -0.04 0.10 -0.656
C 2.91824 -1.04834 1.62443 0.04 0.09 -0.05 -0.181
C 3.49769 -1.36800 2.96709 0.04 -0.17 0.01 -2.054
C 1.53075 -1.24035 1.35066 0.03 0.06 -0.66 1.466
S 0.57807 -1.93468 2.60319 -0.18 -0.25 0.42 -0.200
C 4.04593 0.04341 -1.82579 0.11 0.07 -0.19 1.935
C 3.28387 0.24448 -3.13381 0.00 -0.08 0.11 -1.587
C 4.73132 1.36475 -1.43229 -0.05 -0.07 0.00 -1.554
C 5.10819 -1.05448 -2.02792 -0.12 0.03 0.03 -1.716
N -1.26946 0.01639 -0.48597 -0.56 0.20 0.19 1.109
N -0.61474 0.94915 -1.18374 0.46 -0.03 -0.13 -0.315
C -1.24699 1.99471 -1.65256 -0.16 0.00 -0.01 -0.456
C -2.63810 2.13613 -1.44743 -0.03 -0.11 0.06 -0.647
C -3.31767 1.23382 -0.67654 0.15 0.00 -0.04 0.166
C -4.77387 1.37415 -0.38713 -0.12 -0.01 0.00 -1.821
C -2.57815 0.13698 -0.14089 0.23 0.08 -0.18 1.214
S -3.36527 -0.99605 0.86937 -0.05 0.10 0.64 -0.233
C -0.41890 2.98879 -2.44989 0.17 -0.01 -0.04 2.293
C 0.84822 3.33065 -1.64731 -0.16 -0.04 -0.03 -1.349
C -1.19790 4.27193 -2.73640 0.01 -0.03 0.01 -2.245
C -0.04464 2.31095 -3.78057 -0.03 0.04 0.09 -1.390
C -1.49458 -3.60962 0.66409 0.05 0.13 -0.40 1.045
S -1.87617 -3.65295 2.30426 0.18 0.30 0.45 -0.090
C -0.53623 -3.08495 -3.54870 0.09 0.17 -0.14 1.898
C -0.87753 -4.28335 -4.43253 -0.03 -0.01 0.09 -2.317
C -1.35510 -1.85669 -3.99308 -0.01 -0.06 0.07 -1.543
C 0.96881 -2.77577 -3.64078 -0.08 -0.09 0.06 -1.096
H -2.49568 -6.70078 -0.48367 0.01 0.02 -0.01 0.400
H -1.69814 -6.37707 1.06928 0.03 0.00 -0.04 0.440
H -3.29601 -5.73788 0.77487 -0.02 0.00 -0.05 0.439
H -1.63059 -5.36431 -2.25619 -0.01 0.03 -0.02 0.647
H 4.75766 -0.48961 0.74208 0.01 0.04 -0.01 0.560
H 4.44772 -0.85636 3.10823 -0.03 0.03 0.02 0.466
H 2.81747 -1.12592 3.78394 0.06 0.09 0.01 0.380
H 3.69303 -2.44177 3.03994 -0.04 0.01 0.01 0.381
H 2.60268 1.09043 -3.06608 -0.08 0.01 -0.01 0.257
H 3.99759 0.44639 -3.93130 0.00 0.03 0.00 0.597
H 2.71860 -0.64751 -3.40400 0.06 0.12 -0.04 0.155
H 3.99347 2.14681 -1.24049 0.02 0.01 0.00 0.226
H 5.37058 1.25799 -0.55444 -0.01 0.02 0.00 0.374
H 5.36494 1.69516 -2.25468 0.01 0.00 0.00 0.485
H 4.63966 -2.00998 -2.27149 0.03 -0.01 -0.02 0.360
H 5.75082 -0.77025 -2.86003 0.03 -0.02 0.01 0.482
H 5.74550 -1.19236 -1.15346 0.00 0.00 0.00 0.363
H -3.16661 2.97108 -1.88710 0.02 0.01 0.06 0.551
H -5.17787 2.26887 -0.85480 0.02 0.00 -0.01 0.424
H -5.32696 0.50816 -0.75477 0.00 0.01 0.01 0.383
H -4.94927 1.42504 0.68829 0.01 0.01 0.00 0.330
H 0.58486 3.89407 -0.74754 0.04 -0.02 -0.01 0.416
H 1.37215 2.42085 -1.35684 0.09 -0.01 0.00 -0.031
H 1.51424 3.95080 -2.24739 -0.02 -0.01 0.00 0.465
H -1.54290 4.75198 -1.81785 -0.01 0.02 -0.02 0.480
H -0.54494 4.97587 -3.25101 -0.01 0.01 0.00 0.421
H -2.05312 4.09281 -3.38982 0.00 0.04 0.00 0.458
H 0.46108 1.36115 -3.60554 0.03 0.00 -0.01 0.039
H -0.93476 2.12626 -4.38504 0.01 -0.01 -0.01 0.377
H 0.61627 2.96603 -4.34882 0.00 -0.02 -0.02 0.484
H -1.94563 -4.50755 -4.41828 0.01 -0.03 -0.02 0.479
H -0.60697 -4.04943 -5.46070 0.00 0.01 0.00 0.413
H -0.31744 -5.17440 -4.14359 -0.01 -0.01 -0.02 0.511
H -2.42526 -2.03309 -3.86586 0.00 0.02 -0.02 0.423
H -1.07158 -0.96280 -3.43133 0.01 0.00 -0.02 0.136
H -1.17134 -1.66750 -5.04994 0.02 0.01 0.01 0.501
H 1.56106 -3.63757 -3.32580 0.03 0.02 0.00 0.442
H 1.22626 -2.55425 -4.67611 -0.02 0.01 -0.01 0.536
H 1.23490 -1.91523 -3.02500 -0.06 -0.06 -0.01 -0.392
C 0.90220 3.44281 5.13165 0.02 0.35 0.21 -0.940
N 0.85428 2.15009 4.39214 0.08 -0.06 -0.04 0.125
C 0.46509 2.36614 2.97529 -0.07 0.07 -0.34 -0.785
C 0.00635 1.07345 5.05419 -0.41 -0.16 0.15 -0.600
C -1.47418 1.32594 4.96976 0.07 0.13 0.12 0.859
C -2.03912 2.25075 5.85585 0.07 -0.14 -0.07 -0.464
C -3.38964 2.54950 5.82318 -0.09 0.12 0.10 -0.812
C -4.21309 1.91218 4.91168 0.05 -0.14 -0.11 -0.733
C -3.67784 0.95678 4.05411 -0.15 0.22 0.11 -0.456
C -2.32173 0.64667 4.08915 -0.28 -0.45 -0.55 0.099
H 1.64221 4.09260 4.66887 0.01 -0.09 -0.08 0.346
H 1.18524 3.27063 6.16772 -0.03 -0.12 -0.03 0.363
H -0.06864 3.92615 5.08845 -0.07 -0.09 -0.04 0.480
H 1.80688 1.78515 4.39888 0.01 -0.01 0.00 0.318
H -0.55574 2.73854 2.94286 -0.01 -0.03 0.09 0.383
H 0.51940 1.42405 2.43030 0.00 -0.04 0.10 -0.066
H 1.12860 3.09761 2.51843 0.07 -0.02 0.10 0.575
H 0.32390 1.01534 6.09498 0.13 0.07 -0.04 0.642
H 0.25802 0.14121 4.55359 0.12 0.01 -0.04 -0.133
H -1.41485 2.71251 6.61133 0.01 0.04 0.00 0.574
H -3.80103 3.26639 6.52116 0.02 -0.01 0.00 0.423
H -5.27352 2.12313 4.87467 0.01 0.04 0.05 0.462
H -4.34644 0.44494 3.37367 0.05 -0.01 -0.01 0.449
```
Positions in Å, forces in eV/Å.

## Properties
energy above the lowest of the compared OMol25 structures with the same formula, charge and spin	0.969	eV
strongest force on any atom	1.0	eV/Å
Kohn-Sham gap (alpha / beta)	7.08 / 5.09	eV
LUMO energy (alpha / beta)	-8.6 / -11.1	eV
net charge	+3
electronic energy	-85456.41711	eV
spin multiplicity	3

---

Entry from the OMol25 dataset: the molecule C5H9O5P at a distorted geometry (ωB97M-V/def2-TZVPD).

Structure (XYZ):
```
20
Properties=species:S:1:pos:R:3:forces:R:3:mulliken_charge:R:1
O -0.69741 -1.96019 0.45701 0.02 -1.65 1.20 -0.592
C -0.62123 -1.05464 -0.30316 -0.35 0.55 -2.73 0.305
C 0.52883 -0.71436 -1.22947 0.83 1.04 1.88 0.536
C 1.84594 -0.99905 -0.40832 0.37 -0.58 -1.37 -0.984
O 1.75932 -0.88286 0.98974 -1.05 -0.27 0.50 -0.533
O 0.32619 0.69539 -1.55389 0.50 -0.06 0.10 -0.553
C 0.23240 1.69212 -0.47350 -1.31 -5.68 1.56 -0.561
C -0.99043 1.28821 0.42460 -0.19 0.71 1.48 -0.167
O -0.68107 0.56170 1.65621 -0.40 0.17 -0.96 -0.517
P -1.96462 0.12760 -0.64749 0.62 1.33 -2.39 -0.050
O -3.01993 -0.46021 0.33965 -2.37 -0.12 0.35 -0.463
H 0.37723 -1.20418 -2.21040 0.50 -0.06 0.65 0.403
H 2.63539 -0.37350 -0.81226 -0.07 0.94 0.41 0.417
H 2.31511 -1.94764 -0.65702 -0.68 -0.76 -0.20 0.367
H 1.02243 -1.47464 1.33477 1.30 0.96 -0.86 0.389
H -0.07551 2.50170 -0.94175 -0.66 4.12 -2.25 0.444
H 1.15230 1.70166 0.04095 1.04 0.52 0.75 0.345
H -1.68391 2.10639 0.80430 1.05 -0.36 -1.05 0.510
H 0.02193 1.01888 2.10549 0.45 0.23 0.34 0.318
H -2.48296 -0.62239 1.08454 0.39 -1.04 2.57 0.384
```
Positions in Å, forces in eV/Å.

## Properties
energy above the lowest of the compared OMol25 structures with the same formula, charge and spin	2.965	eV
strongest force on any atom	6.0	eV/Å
Kohn-Sham gap	9.43	eV
LUMO energy	0.5	eV
electronic energy	-24854.97206	eV
SMILES string	O=C1[C@H](CO)OC[C@H](O)P1O